(1)
Formula: C55H71N4
Source: the OMol25 dataset
Level of theory: ωB97M-V/def2-TZVPD

```
130
Properties=species:S:1:pos:R:3:mulliken_charge:R:1
C 3.844 3.349 5.704 -1.0086
N 4.169 1.938 5.677 0.1090
C 5.391 1.526 6.333 -0.8338
C 3.331 1.031 5.077 0.9876
C 3.870 -0.053 4.340 -0.6875
C 3.040 -0.804 3.538 -0.8925
C 1.634 -0.760 3.730 0.1895
C 0.807 -1.724 3.084 0.1360
C -0.013 -2.615 3.798 0.5033
C -0.916 -3.454 3.082 -0.4289
C -1.759 -4.308 3.736 -1.2149
C -1.727 -4.405 5.159 1.0309
N -2.715 -5.091 5.812 0.0578
C -2.566 -5.461 7.205 -1.0391
C -4.084 -5.063 5.327 -0.9346
C -0.685 -3.748 5.864 -0.5937
C 0.071 -2.789 5.222 -0.8968
C 1.095 0.226 4.608 -0.4084
C 1.921 1.169 5.181 -0.5777
H 3.449 3.673 4.728 0.3387
H 3.078 3.572 6.460 0.3132
H 4.759 3.907 5.934 0.3387
H 5.727 0.569 5.924 0.2795
H 6.170 2.286 6.194 0.3002
H 5.237 1.394 7.418 0.2964
H 4.946 -0.228 4.344 0.2990
H 3.457 -1.478 2.788 0.5157
H 0.959 -1.921 2.031 0.2127
H -0.948 -3.390 1.997 0.7915
H -2.467 -4.910 3.168 0.4343
H -1.619 -5.998 7.343 0.3868
H -2.593 -4.603 7.894 0.3644
H -3.387 -6.133 7.461 0.2797
H -4.112 -4.950 4.240 0.3069
H -4.555 -6.009 5.611 0.3605
H -4.669 -4.245 5.787 0.3064
H -0.557 -3.936 6.932 0.4507
H 0.757 -2.162 5.792 0.4094
H 0.021 0.266 4.788 0.5193
H 1.517 1.997 5.765 0.2855
C -1.757 1.365 1.181 -2.0423
C -2.605 2.395 0.451 3.4620
C -3.889 1.708 -0.033 -1.4270
C -3.045 3.482 1.443 -1.9204
C -1.864 3.124 -0.718 -0.6698
C -2.672 4.006 -1.453 -0.9965
C -2.093 5.122 -2.043 -1.5235
C -0.714 5.263 -1.961 -0.9947
C 0.139 4.169 -1.706 0.9617
C 1.612 4.502 -2.183 2.5557
C 2.646 3.411 -2.402 -2.1136
C 2.211 5.477 -1.167 -1.8809
C 1.540 5.223 -3.547 -1.7591
C -0.474 3.034 -1.063 0.4472
N 0.150 1.733 -1.032 1.4700
C -0.383 0.624 -1.689 -0.5487
C -1.708 0.418 -1.979 -1.6738
C -2.346 -0.632 -2.778 0.3954
C -2.658 -1.916 -2.270 0.1526
C -2.905 -2.972 -3.148 -0.4083
C -3.051 -2.729 -4.516 -0.7909
C -3.032 -1.410 -4.980 -0.4924
C -2.740 -0.356 -4.112 -0.6605
N 0.692 -0.167 -2.059 2.0175
C 0.638 -1.232 -3.033 -1.2945
C 0.435 -0.941 -4.402 0.1297
C 0.585 0.461 -5.071 2.9123
C -0.187 0.503 -6.395 -2.0159
C 2.075 0.649 -5.355 -2.0107
C 0.062 1.640 -4.274 0.1398
C 0.247 -2.024 -5.275 -0.1340
C 0.579 -3.326 -4.913 -1.2703
C 0.961 -3.562 -3.603 -0.5460
C 0.768 -2.573 -2.626 -0.2160
C 0.638 -3.068 -1.165 2.9200
C -0.174 -4.372 -1.152 -1.5236
C -0.098 -2.070 -0.282 -0.0751
C 2.034 -3.359 -0.615 -1.7176
C 1.777 0.243 -1.296 -1.0662
C 1.445 1.393 -0.674 -1.9474
H -0.854 1.809 1.613 0.2320
H -2.346 0.907 1.990 0.6429
H -1.473 0.562 0.494 -0.1326
H -4.534 2.392 -0.593 0.3208
H -3.664 0.848 -0.667 0.1166
H -4.454 1.345 0.836 0.5004
H -3.670 4.233 0.945 0.3763
H -3.629 3.048 2.265 0.4839
H -2.173 3.991 1.867 0.3984
H -3.757 3.892 -1.469 0.4040
H -2.719 5.878 -2.516 0.4381
H -0.300 6.247 -2.195 0.3613
H 2.328 2.654 -3.123 0.4975
H 3.529 3.896 -2.847 0.6884
H 3.003 2.952 -1.480 0.3422
H 1.611 6.388 -1.082 0.3480
H 2.264 5.003 -0.181 0.3702
H 3.227 5.763 -1.466 0.4481
H 1.109 6.226 -3.470 0.4320
H 2.548 5.348 -3.962 0.4603
H 0.955 4.637 -4.266 0.2452
H -2.266 1.341 -1.925 1.1086
H -2.686 -2.064 -1.187 0.2106
H -3.006 -3.986 -2.759 0.4898
H -3.223 -3.560 -5.206 0.4298
H -3.250 -1.206 -6.030 0.4070
H -2.789 0.688 -4.446 0.4938
H -1.237 0.219 -6.243 0.2418
H -0.169 1.518 -6.812 0.4466
H 0.265 -0.163 -7.136 0.4759
H 2.659 0.626 -4.428 0.3120
H 2.427 -0.168 -5.993 0.4528
H 2.262 1.599 -5.870 0.4084
H 0.619 1.824 -3.360 -1.1312
H 0.142 2.571 -4.857 0.7553
H -0.995 1.514 -4.025 -0.7587
H -0.139 -1.872 -6.285 0.3312
H 0.538 -4.134 -5.649 0.4291
H 1.327 -4.553 -3.326 0.4399
H 0.362 -5.176 -1.669 0.4141
H -0.349 -4.698 -0.119 0.3994
H -1.147 -4.220 -1.639 0.1288
H 0.559 -1.302 0.129 -0.1670
H -0.887 -1.568 -0.840 -1.8803
H -0.608 -2.565 0.551 0.5567
H 2.649 -2.450 -0.612 0.1721
H 1.954 -3.739 0.412 0.4237
H 2.529 -4.117 -1.235 0.3556
H 2.718 -0.279 -1.318 0.7125
H 2.024 1.999 0.006 1.2372
```

Computed properties:
charge: +1
gap between HOMO and LUMO: 3.9 eV
ΔE to the lowest compared entry with this formula, charge and spin: 0.0 kcal per mole

---

(2)
Formula: C55H87N7O8
Source: the OMol25 dataset
Level of theory: ωB97M-V/def2-TZVPD

```
157
Properties=species:S:1:pos:R:3:mulliken_charge:R:1
C 6.140 11.262 -4.784 -0.7384
C 6.232 9.746 -4.972 -0.5385
C 6.783 9.641 -6.373 0.8122
O 7.365 10.880 -6.774 -0.1169
C 7.272 11.802 -5.681 -0.4506
H 6.312 11.687 -3.795 0.4602
H 5.179 11.644 -5.127 0.1769
H 5.189 9.431 -4.926 0.2426
H 6.832 9.261 -4.202 0.3655
H 5.985 9.384 -7.070 -0.4018
H 7.483 8.806 -6.399 -0.2201
H 7.033 12.812 -6.017 0.0169
H 8.102 11.788 -4.976 0.4258
C 6.452 12.842 -14.950 -0.4127
C 6.634 13.988 -14.033 -0.4687
C 5.886 13.402 -12.861 0.3531
O 6.205 12.013 -12.832 -0.3857
C 6.757 11.630 -14.086 1.0104
H 7.130 12.830 -15.803 0.3985
H 5.472 12.651 -15.388 -0.0546
H 6.222 14.902 -14.462 0.4248
H 7.692 14.147 -13.826 0.2413
H 4.802 13.477 -12.949 -0.3404
H 6.117 13.924 -11.933 -0.0162
H 6.321 10.701 -14.454 -0.6128
H 7.824 11.531 -13.889 -0.6310
C 4.032 11.715 -8.960 1.1254
C 4.285 12.982 -8.147 -0.1428
C 4.444 14.053 -9.139 -0.4019
O 3.680 13.631 -10.284 -0.4337
C 3.251 12.254 -10.175 0.6573
H 3.440 10.954 -8.452 0.5127
H 5.005 11.413 -9.349 -1.0585
H 5.186 12.940 -7.534 -0.4371
H 3.362 13.262 -7.639 0.4787
H 5.487 14.149 -9.443 -0.0451
H 4.057 15.005 -8.776 0.3984
H 3.503 11.672 -11.061 -0.6465
H 2.180 12.180 -9.984 0.0333
C 10.347 7.852 -8.120 -0.8936
C 10.039 6.933 -9.273 0.1895
C 10.716 7.704 -10.411 -0.3685
O 10.509 9.083 -10.091 -0.2592
C 10.405 9.281 -8.623 0.3916
H 11.334 7.650 -7.703 0.3413
H 9.652 7.823 -7.280 0.2980
H 8.954 6.969 -9.377 -0.3405
H 10.284 5.875 -9.171 0.4950
H 10.203 7.453 -11.340 -0.0219
H 11.776 7.475 -10.523 0.4010
H 9.486 9.759 -8.283 -0.4596
H 11.313 9.759 -8.256 0.3913
C 1.007 13.104 -13.070 -0.1552
C 1.844 12.469 -14.137 1.3457
C 2.319 13.526 -15.125 -0.1146
O 1.906 14.701 -14.514 -0.5518
C 1.553 14.526 -13.165 -0.4861
H 1.123 12.610 -12.105 -0.1448
H -0.043 12.922 -13.297 0.3754
H 1.297 11.676 -14.646 0.0621
H 2.748 12.083 -13.665 -0.9334
H 1.923 13.438 -16.136 0.2743
H 3.406 13.579 -15.190 -0.1515
H 0.934 15.302 -12.716 0.4215
H 2.502 14.656 -12.645 0.1268
C 7.132 7.627 -14.094 2.1417
C 6.156 7.298 -15.195 0.8083
C 6.972 7.659 -16.372 -0.4688
O 8.232 7.029 -16.064 -0.5553
C 8.435 7.001 -14.623 -0.6767
H 6.727 7.219 -13.168 -0.5587
H 7.295 8.690 -13.917 -1.1575
H 5.314 7.989 -15.138 -0.7851
H 5.874 6.246 -15.146 0.2265
H 7.338 8.684 -16.428 0.1818
H 6.592 7.365 -17.350 0.3837
H 9.327 7.497 -14.241 0.2735
H 8.424 5.991 -14.213 0.4197
C 3.954 9.232 -12.387 1.3713
C 5.048 8.741 -11.393 0.6335
O 4.889 7.652 -10.792 -0.4463
N 6.045 9.564 -11.126 1.5691
C 7.103 9.190 -10.275 -0.2868
H 3.767 8.388 -13.050 -0.4259
H 4.215 10.132 -12.944 -0.7087
H 3.046 9.328 -11.791 -0.7540
H 6.091 10.494 -11.517 -0.3131
H 7.422 10.091 -9.751 -0.4639
H 7.935 8.729 -10.807 0.2335
H 6.736 8.527 -9.492 -0.2362
C 4.625 4.983 -12.984 -0.4480
C 3.996 4.185 -11.812 0.4131
O 3.677 3.031 -11.955 -0.7064
N 3.742 4.826 -10.682 0.3411
C 3.221 4.208 -9.473 -1.1236
H 4.386 6.042 -13.076 -0.1280
H 4.307 4.632 -13.966 0.4896
H 5.708 4.872 -13.043 0.2544
H 3.895 5.823 -10.731 -0.1051
H 2.270 3.722 -9.693 0.3919
H 3.011 4.912 -8.668 0.3270
H 3.958 3.489 -9.114 0.3828
N 3.237 9.409 -15.578 0.1480
C 3.547 10.193 -16.670 -0.0686
C 2.607 10.599 -17.618 -1.0465
C 1.296 10.206 -17.410 -0.2200
C 0.979 9.357 -16.309 -0.7910
C 1.995 8.976 -15.436 -0.0951
H 4.556 10.578 -16.676 0.4716
H 2.854 11.226 -18.462 0.4408
H 0.563 10.435 -18.169 0.3964
H 0.012 8.922 -16.106 0.4751
H 1.659 8.478 -14.539 0.1699
N 4.009 6.651 -6.171 -0.5922
C 4.565 5.688 -5.336 -0.6073
C 5.564 4.822 -5.743 -0.4809
C 6.047 4.952 -7.089 -0.7684
C 5.537 5.903 -7.938 0.1296
C 4.530 6.742 -7.424 -0.3642
H 4.108 5.573 -4.364 0.4094
H 6.000 4.059 -5.114 0.4465
H 6.785 4.260 -7.467 0.4724
H 5.861 5.908 -8.968 0.5728
H 4.125 7.522 -8.052 0.7223
N 9.311 15.066 -8.876 -0.6439
C 9.918 14.767 -10.029 -0.4529
C 9.618 13.636 -10.775 -0.7527
C 8.632 12.813 -10.247 -0.2222
C 7.987 13.116 -9.077 0.4635
C 8.315 14.276 -8.368 -0.6059
H 10.685 15.506 -10.212 0.4226
H 10.185 13.284 -11.624 0.5127
H 8.390 11.889 -10.752 0.5844
H 7.270 12.430 -8.653 0.2129
H 7.824 14.598 -7.462 0.4426
N 0.226 10.229 -9.806 -0.5582
C 0.954 9.623 -8.864 -0.7875
C 1.488 8.330 -9.065 -0.0990
C 1.390 7.712 -10.345 0.1292
C 0.605 8.324 -11.291 -0.6535
C 0.058 9.603 -11.011 -0.5125
H 0.923 10.033 -7.865 0.4272
H 1.956 7.866 -8.211 0.6605
H 1.796 6.724 -10.505 0.4445
H 0.532 7.872 -12.269 0.5315
H -0.691 10.053 -11.646 0.4247
N 12.217 11.134 -15.108 -0.6245
C 12.425 11.191 -13.775 -0.5257
C 11.451 10.803 -12.872 -0.8659
C 10.254 10.236 -13.383 0.2238
C 10.062 10.122 -14.737 -0.3914
C 11.115 10.583 -15.562 -0.6288
H 13.324 11.630 -13.368 0.3543
H 11.568 10.993 -11.815 0.6563
H 9.472 9.905 -12.715 0.8642
H 9.169 9.773 -15.233 0.4708
H 10.943 10.628 -16.628 0.3705
```

Computed properties:
charge: 0
gap between HOMO and LUMO: 9.7 eV
ΔE to the lowest compared entry with this formula, charge and spin: 34.9 kcal per mole